The following is a quantum chemistry calculation of a 7-piece molecular cluster, C19H36O15 overall, from the Open Molecules 2025 dataset.

Positions of all 70 atoms, in Å:
C 14.43162 -8.08025 -24.45916
O 15.24186 -8.51287 -23.39568
H 14.61642 -7.01032 -24.55506
H 14.85401 -8.50454 -25.37001
H 13.36369 -8.27825 -24.36744
H 15.05753 -9.45482 -23.41439
C 21.87233 -9.81955 -21.88386
O 22.22931 -11.11098 -22.05738
H 22.03454 -9.28466 -22.81964
H 20.83726 -9.69881 -21.56425
H 22.50513 -9.32796 -21.14495
H 21.68066 -11.51164 -22.73565
C 16.92928 -13.33945 -22.25672
O 17.34755 -11.97518 -22.65862
H 16.69076 -13.95596 -23.12340
H 17.68745 -13.88189 -21.69189
H 15.99637 -13.35798 -21.69331
H 16.59877 -11.45691 -22.96248
C 14.27966 -10.24984 -18.49087
C 15.07957 -11.51584 -18.35152
C 14.65991 -12.32230 -17.13086
O 14.42019 -13.63431 -17.69666
C 14.50363 -13.57797 -19.03201
O 14.23929 -14.50508 -19.77069
O 14.85060 -12.38964 -19.43483
H 14.51891 -9.73665 -19.42227
H 14.61454 -9.55142 -17.72396
H 13.20051 -10.40003 -18.45957
H 16.10584 -11.15035 -18.31575
H 13.75230 -11.85950 -16.74336
H 15.35967 -12.39329 -16.29816
C 20.14653 -1.12551 -18.79046
C 20.04522 -1.87400 -20.08138
C 20.13232 -3.42868 -19.95714
O 18.89250 -3.80148 -20.52374
C 18.14867 -2.77560 -20.95445
O 17.09104 -2.80419 -21.59828
O 18.76211 -1.58161 -20.59227
H 21.08453 -1.41162 -18.31465
H 19.32668 -1.40060 -18.12694
H 20.07211 -0.05057 -18.95497
H 20.75121 -1.56277 -20.85132
H 20.43983 -3.73387 -18.95695
H 20.81278 -3.84121 -20.70206
C 18.08666 -9.35832 -20.78121
C 18.02836 -8.11434 -19.91231
C 17.34104 -6.90958 -20.48274
O 16.49678 -6.44845 -19.38419
C 16.35325 -7.41669 -18.51429
O 15.60163 -7.41836 -17.52735
O 17.22637 -8.37612 -18.78214
H 18.54961 -10.16000 -20.20581
H 18.62240 -9.27299 -21.72662
H 17.05707 -9.68641 -20.92405
H 19.03849 -7.84629 -19.60268
H 16.84644 -7.14050 -21.42621
H 18.08983 -6.14255 -20.68044
C 17.97526 -9.61983 -25.14944
C 18.59256 -8.23310 -25.40017
C 17.64739 -7.15017 -25.85198
O 17.90533 -6.05237 -25.02206
C 18.55536 -6.42846 -24.02870
O 18.77494 -5.74443 -23.01872
O 18.86034 -7.74902 -24.11224
H 17.37292 -9.86107 -26.02527
H 17.24857 -9.59502 -24.33740
H 18.72421 -10.40331 -25.03394
H 19.49403 -8.26206 -26.01224
H 16.63970 -7.56280 -25.90113
H 17.94295 -6.80709 -26.84346

Total charge: +1
M in g mol⁻¹: 504.48
Orbital gap (alpha / beta) in eV: 9.53 / 2.09
Multiplicity: 2
Lowest unoccupied orbital energy (alpha / beta) in eV: -2.689 / -10.128
⟨S²⟩: 0.76
Maximum force in Eh/bohr: 0.0890
Highest occupied orbital energy (alpha / beta) in eV: -12.220 / -12.220

The following is a quantum chemistry calculation of a 6-piece molecular cluster, C43H44F5NO6 overall, from the Open Molecules 2025 dataset.

Positions of all 99 atoms, in Å:
C 3.37574 -4.73239 0.87205
C 3.67337 -3.44150 1.08516
C 3.93456 -2.49762 -0.02642
O 4.35809 -2.86026 -1.09009
O 3.74067 -1.17056 0.25924
C 2.36125 -0.80944 0.10176
C 2.00843 0.31162 1.05342
C 0.57452 0.82779 0.88504
C -0.48286 -0.26497 0.74324
C -0.59943 -1.14701 1.98956
C -1.90645 -1.93307 2.15507
C -2.13192 -3.15322 1.23501
O -3.53936 -3.45550 1.31242
C -4.18001 -2.66150 0.40809
O -5.35936 -2.47122 0.45017
C -3.18444 -2.12290 -0.63062
C -1.96100 -2.94924 -0.25037
O -2.19815 -4.27538 -0.85347
N -1.34932 -4.41703 -1.99816
O -1.94767 -4.30120 -2.98777
H 3.63178 -5.46370 1.63137
H 2.85389 -5.04248 -0.02674
H 3.71466 -3.03238 2.09047
H 2.17035 -0.50519 -0.93393
H 1.74195 -1.69503 0.28854
H 2.70142 1.13961 0.87595
H 2.19580 -0.01522 2.08068
H 0.33384 1.48536 1.72378
H 0.55959 1.44600 -0.01154
H -0.21298 -0.87804 -0.12039
H -1.45252 0.17626 0.49826
H -0.54080 -0.46806 2.84789
H 0.25704 -1.82111 2.09485
H -2.76364 -1.25514 2.14584
H -1.88644 -2.35661 3.16318
H -1.48536 -3.93680 1.62429
H -2.96604 -1.06166 -0.56103
H -3.59703 -2.46831 -1.57477
H -0.97800 -2.67411 -0.62517
F -4.25942 -1.36166 -3.86175
C -5.34642 -2.00127 -4.34737
C -5.18918 -2.86810 -5.40931
C -6.30762 -3.52621 -5.89956
C -7.55469 -3.30587 -5.33085
C -7.68479 -2.42718 -4.26419
C -6.57293 -1.76808 -3.76039
H -4.20817 -3.02046 -5.83884
H -6.20319 -4.21401 -6.72783
H -8.42393 -3.82015 -5.71800
H -8.65535 -2.25312 -3.81984
H -6.64930 -1.08677 -2.92368
F 1.51868 2.36068 -1.63293
C 2.45280 2.35297 -2.61617
C 3.76058 2.63928 -2.28550
C 4.71511 2.62390 -3.29199
C 4.34888 2.33317 -4.59901
C 3.02400 2.05206 -4.90308
C 2.06087 2.05664 -3.90447
H 4.02080 2.86750 -1.26006
H 5.74768 2.83827 -3.05256
H 5.09679 2.32431 -5.38012
H 2.73673 1.82751 -5.92127
H 1.02366 1.83341 -4.11603
F 0.48783 3.70201 2.90874
C 1.06758 4.66991 2.16605
C 1.23170 4.46671 0.81009
C 1.82366 5.46853 0.05455
C 2.24839 6.64407 0.65979
C 2.07599 6.82242 2.02616
C 1.47605 5.83130 2.79030
H 0.90163 3.54460 0.35812
H 1.95209 5.32761 -1.01103
H 2.71078 7.42178 0.06666
H 2.40513 7.73659 2.49871
H 1.32322 5.95362 3.85425
F 0.64735 9.49906 3.04761
C -0.48963 9.75343 2.36364
C -1.09713 10.98243 2.52162
C -2.26383 11.24321 1.81766
C -2.80598 10.27869 0.97958
C -2.17681 9.04905 0.84086
C -1.00492 8.77870 1.53267
H -0.66073 11.71655 3.18545
H -2.75030 12.20330 1.92551
H -3.71774 10.48559 0.43559
H -2.59875 8.29413 0.19110
H -0.49558 7.82930 1.43219
F 4.24048 -6.63719 3.42646
C 3.66151 -7.85910 3.46385
C 3.47354 -8.54392 2.28059
C 2.88080 -9.79747 2.32625
C 2.48259 -10.33948 3.54035
C 2.68096 -9.62792 4.71560
C 3.27909 -8.37663 4.68400
H 3.78739 -8.10134 1.34454
H 2.73076 -10.35155 1.40961
H 2.01849 -11.31591 3.57014
H 2.36870 -10.04699 5.66254
H 3.44940 -7.80719 5.58762

M in g mol⁻¹: 765.82
Orbital gap in eV: 9.06
SMILES string: C=CC(=O)OCCCCCC[C@H]1OC(=O)C[C@@H]1ON=O.Fc1ccccc1.Fc1ccccc1.Fc1ccccc1.Fc1ccccc1.Fc1ccccc1
Lowest unoccupied orbital energy in eV: -0.243
Maximum force in Eh/bohr: 0.0295
Highest occupied orbital energy in eV: -9.301

The following is a quantum chemistry calculation of C12H18O6Tl as an isolated structure, from the Open Molecules 2025 dataset.

Positions of all 37 atoms, in Å:
Tl 0.61785 2.08188 -0.31176
O 0.61572 1.17553 -3.10757
C 0.42553 1.27928 -4.30676
O 0.09149 0.27345 -5.07463
C 0.00518 0.70758 -6.46253
C 0.43749 2.12978 -6.53669
C 0.56450 2.60502 -5.05757
H -1.08183 0.55999 -6.63297
H 0.50178 0.01876 -7.14477
H -0.16793 2.78780 -7.17097
H 1.41675 2.22555 -7.02142
H -0.24434 3.29182 -4.81888
H 1.57447 2.93574 -4.81934
O -1.81448 1.48177 1.17754
C -1.96535 1.30978 2.35611
O -1.16863 2.05467 3.18064
C -1.11205 1.48314 4.47627
C -2.00546 0.23880 4.45096
C -2.72779 0.28957 3.13735
H -1.38984 2.22643 5.23528
H -0.08638 1.09053 4.62667
H -2.61406 0.33683 5.37007
H -1.47444 -0.70711 4.59939
H -3.76984 0.61574 3.27287
H -2.77338 -0.61405 2.52649
O 0.73532 -0.17672 1.58457
C 1.12676 -1.29079 1.86420
O 0.81882 -1.81760 3.04600
C 1.14688 -3.21380 3.14303
C 1.86946 -3.56477 1.81147
C 1.91050 -2.26669 1.01920
H 0.23023 -3.80635 3.21804
H 1.69484 -3.37799 4.07419
H 1.34153 -4.34987 1.27926
H 2.88175 -3.91234 2.03689
H 1.48236 -2.28896 0.01887
H 2.90662 -1.81240 0.96052

Total charge: +3
M in g mol⁻¹: 462.65
Orbital gap in eV: 2.19
Lowest unoccupied orbital energy in eV: -17.008
Maximum force in Eh/bohr: 0.0423
Highest occupied orbital energy in eV: -19.194

The following is a quantum chemistry calculation of an isolated molecule of C6H6O, from the Open Molecules 2025 dataset.

Positions of all 13 atoms, in Å:
C 0.85670 -2.00925 -0.45161
C 1.23960 -0.86906 -0.49848
C 1.25079 0.59013 -0.44843
C -0.06421 1.01140 0.27857
O 0.08386 0.93436 1.68346
C -1.26186 0.24553 -0.12203
C -2.33839 -0.27297 -0.27124
H 0.50107 -3.01206 -0.42672
H 2.10830 0.97868 0.11565
H 1.32145 1.00916 -1.46123
H -0.28932 2.05876 0.05947
H -0.09407 0.02071 1.94663
H -3.31393 -0.68539 -0.40405

M in g mol⁻¹: 94.11
Orbital gap in eV: 10.96
SMILES string: C#CC[C@H](O)C#C
Lowest unoccupied orbital energy in eV: 0.955
Maximum force in Eh/bohr: 0.0124
Highest occupied orbital energy in eV: -10.007